Here is a cluster of 15 separate species, C99H219N9O15 in total in a non-equilibrium geometry from the OMol25 dataset. Energies are from ωB97M-V/def2-TZVPD.

Last columns: bonded neighbours and bond lengths (Å).
Positions of all 342 atoms, in Å:
1 C -5.402 -0.165 3.748  C2 1.521, H5 1.090, H6 1.090, H7 1.090
2 C -6.349 -1.224 4.289  C1 1.521, C3 1.557, O4 1.436, H8 1.090
3 C -7.715 -1.231 3.542  C2 1.557, H9 1.090, H10 1.090, H11 1.090
4 O -5.750 -2.485 3.953  C2 1.436, H12 0.960
5 H -5.422 -0.058 2.663  C1 1.090
6 H -4.329 -0.353 3.783  C1 1.090
7 H -5.616 0.826 4.147  C1 1.090
8 H -6.676 -1.174 5.328  C2 1.090
9 H -7.615 -1.581 2.515  C3 1.090
10 H -8.292 -0.306 3.513  C3 1.090
11 H -8.373 -1.855 4.147  C3 1.090
12 H -6.026 -2.687 3.056  O4 0.960
13 C 5.481 1.557 5.422  C14 1.481, H17 1.090, H18 1.090, H19 1.090
14 C 5.545 0.279 4.676  C13 1.481, C15 1.528, O16 1.367, H20 1.090
15 C 4.234 -0.489 4.517  C14 1.528, H21 1.090, H22 1.090, H23 1.090
16 O 6.277 0.545 3.553  C14 1.367, H24 0.960
17 H 6.470 2.013 5.462  C13 1.090
18 H 5.187 1.376 6.456  C13 1.090
19 H 4.896 2.276 4.849  C13 1.090
20 H 6.219 -0.403 5.194  C14 1.090
21 H 3.984 -0.888 5.501  C15 1.090
22 H 4.306 -1.334 3.832  C15 1.090
23 H 3.443 0.191 4.201  C15 1.090
24 H 6.173 -0.217 2.978  O16 0.960
25 C -1.072 1.087 5.918  C26 1.474, H29 1.090, H30 1.090, H31 1.090
26 C -2.177 0.130 5.731  C25 1.474, C27 1.561, O28 1.389, H32 1.090
27 C -1.880 -1.091 4.805  C26 1.561, H33 1.090, H34 1.090, H35 1.090
28 O -2.439 -0.452 6.966  C26 1.389, H36 0.960
29 H -0.181 0.586 6.298  C25 1.090
30 H -1.359 1.951 6.519  C25 1.090
31 H -0.818 1.488 4.937  C25 1.090
32 H -3.097 0.559 5.334  C26 1.090
33 H -1.170 -1.803 5.227  C27 1.090
34 H -1.485 -0.771 3.841  C27 1.090
35 H -2.780 -1.688 4.650  C27 1.090
36 H -3.254 -0.927 6.790  O28 0.960
37 C -0.519 -4.633 6.579  C38 1.550, H41 1.090, H42 1.090, H43 1.090
38 C 0.956 -4.218 6.821  C37 1.550, C39 1.530, O40 1.395, H44 1.090
39 C 1.178 -2.934 6.019  C38 1.530, H45 1.090, H46 1.090, H47 1.090
40 O 1.137 -3.918 8.172  C38 1.395, H48 0.960
41 H -0.830 -4.805 5.549  C37 1.090
42 H -1.201 -3.807 6.777  C37 1.090
43 H -0.698 -5.554 7.134  C37 1.090
44 H 1.589 -5.084 6.631  C38 1.090
45 H 2.243 -2.778 6.189  C39 1.090
46 H 0.661 -2.034 6.352  C39 1.090
47 H 1.100 -3.128 4.949  C39 1.090
48 H 0.620 -3.128 8.344  O40 0.960
49 C -7.819 1.050 0.607  C50 1.552, H53 1.090, H54 1.090, H55 1.090
50 C -6.532 1.492 -0.137  C49 1.552, C51 1.599, O52 1.404, H56 1.090
51 C -6.531 1.209 -1.711  C50 1.599, H57 1.090, H58 1.090, H59 1.090
52 O -6.319 2.865 0.065  C50 1.404, H60 0.960
53 H -8.647 1.439 0.014  C49 1.090
54 H -7.892 1.549 1.573  C49 1.090
55 H -8.026 -0.006 0.785  C49 1.090
56 H -5.778 0.872 0.348  C50 1.090
57 H -5.683 1.582 -2.285  C51 1.090
58 H -7.355 1.751 -2.174  C51 1.090
59 H -6.608 0.155 -1.977  C51 1.090
60 H -7.112 3.343 -0.191  O52 0.960
61 C -4.855 5.065 2.514  C62 1.502, H65 1.090, H66 1.090, H67 1.090
62 C -4.807 3.689 3.113  C61 1.502, C63 1.548, O64 1.419, H68 1.090
63 C -4.346 3.666 4.591  C62 1.548, H69 1.090, H70 1.090, H71 1.090
64 O -6.095 3.170 2.819  C62 1.419, H72 0.960
65 H -3.812 5.379 2.483  C61 1.090
66 H -5.398 5.761 3.152  C61 1.090
67 H -5.237 5.151 1.496  C61 1.090
68 H -4.050 3.179 2.518  C62 1.090
69 H -5.116 4.189 5.157  C63 1.090
70 H -3.375 4.154 4.678  C63 1.090
71 H -4.236 2.642 4.948  C63 1.090
72 H -6.156 3.007 1.875  O64 0.960
73 C -1.233 5.989 5.633  C74 1.555, H84 1.090, H85 1.090, H86 1.090
74 C -0.435 6.351 4.349  C73 1.555, C75 1.524, N79 1.467, C83 1.492
75 C -0.162 7.850 4.349  C74 1.524, C76 1.535, H87 1.090, H88 1.090
76 C 0.859 8.289 3.289  C75 1.535, C77 1.516, H89 1.090, H90 1.090
77 C 2.162 7.673 3.758  C76 1.516, C78 1.569, H91 1.090, H92 1.090
78 C 2.051 6.108 3.733  C77 1.569, N79 1.476, C81 1.540, C82 1.592
79 N 0.833 5.616 4.406  C74 1.467, C78 1.476, O80 1.415
80 O 0.692 4.219 4.586  N79 1.415, H102 0.960
81 C 2.082 5.568 2.292  C78 1.540, H93 1.090, H94 1.090, H95 1.090
82 C 3.266 5.487 4.553  C78 1.592, H96 1.090, H97 1.090, H98 1.090
83 C -1.329 5.987 3.212  C74 1.492, H99 1.090, H100 1.090, H101 1.090
84 H -1.459 4.929 5.516  C73 1.090
85 H -2.122 6.616 5.706  C73 1.090
86 H -0.665 6.189 6.542  C73 1.090
87 H -1.087 8.358 4.075  C75 1.090
88 H 0.209 8.241 5.297  C75 1.090
89 H 0.951 9.375 3.265  C76 1.090
90 H 0.562 8.008 2.278  C76 1.090
91 H 2.510 8.018 4.731  C77 1.090
92 H 2.967 7.898 3.059  C77 1.090
93 H 2.597 4.612 2.198  C81 1.090
94 H 1.105 5.454 1.820  C81 1.090
95 H 2.566 6.271 1.614  C81 1.090
96 H 3.162 5.906 5.553  C82 1.090
97 H 3.271 4.397 4.564  C82 1.090
98 H 4.181 5.876 4.105  C82 1.090
99 H -1.437 4.911 3.074  C83 1.090
100 H -0.783 6.386 2.357  C83 1.090
101 H -2.310 6.438 3.359  C83 1.090
102 H 0.616 4.212 5.543  O80 0.960
103 C -0.847 -5.411 -4.277  C104 1.544, H114 1.090, H115 1.090, H116 1.090
104 C 0.057 -4.167 -4.136  C103 1.544, C105 1.574, N109 1.447, C113 1.536
105 C 0.883 -4.050 -5.471  C104 1.574, C106 1.552, H117 1.090, H118 1.090
106 C 0.138 -3.460 -6.698  C105 1.552, C107 1.584, H119 1.090, H120 1.090
107 C -0.468 -2.074 -6.225  C106 1.584, C108 1.568, H121 1.090, H122 1.090
108 C -1.419 -2.257 -4.992  C107 1.568, N109 1.477, C111 1.614, C112 1.594
109 N -0.693 -2.951 -3.908  C104 1.447, C108 1.477, O110 1.385
110 O -1.524 -3.035 -2.803  N109 1.385, H132 0.960
111 C -1.792 -0.802 -4.401  C108 1.614, H123 1.090, H124 1.090, H125 1.090
112 C -2.745 -3.025 -5.429  C108 1.594, H126 1.090, H127 1.090, H128 1.090
113 C 1.101 -4.363 -3.027  C104 1.536, H129 1.090, H130 1.090, H131 1.090
114 H -1.564 -5.429 -3.456  C103 1.090
115 H -0.334 -6.356 -4.098  C103 1.090
116 H -1.339 -5.572 -5.236  C103 1.090
117 H 1.852 -3.592 -5.269  C105 1.090
118 H 1.129 -4.968 -6.004  C105 1.090
119 H -0.512 -4.201 -7.163  C106 1.090
120 H 0.794 -3.183 -7.524  C106 1.090
121 H -0.956 -1.564 -7.055  C107 1.090
122 H 0.339 -1.393 -5.955  C107 1.090
123 H -2.467 -0.260 -5.064  C111 1.090
124 H -2.367 -0.868 -3.477  C111 1.090
125 H -1.032 -0.052 -4.183  C111 1.090
126 H -3.519 -3.109 -4.665  C112 1.090
127 H -3.134 -2.467 -6.280  C112 1.090
128 H -2.520 -4.046 -5.737  C112 1.090
129 H 1.842 -5.112 -3.307  C113 1.090
130 H 0.624 -4.773 -2.138  C113 1.090
131 H 1.676 -3.466 -2.796  C113 1.090
132 H -0.982 -2.722 -2.075  O110 0.960
133 C 7.682 -2.941 -0.382  C134 1.524, H144 1.090, H145 1.090, H146 1.090
134 C 6.328 -2.266 -0.198  C133 1.524, C135 1.596, N139 1.491, C143 1.557
135 C 5.369 -2.646 -1.415  C134 1.596, C136 1.499, H147 1.090, H148 1.090
136 C 4.642 -3.956 -1.483  C135 1.499, C137 1.505, H149 1.090, H150 1.090
137 C 4.011 -4.312 -0.164  C136 1.505, C138 1.592, H151 1.090, H152 1.090
138 C 4.907 -4.044 1.124  C137 1.592, N139 1.513, C141 1.516, C142 1.560
139 N 5.670 -2.740 1.053  C134 1.491, C138 1.513, O140 1.353
140 O 6.334 -2.480 2.203  N139 1.353, H162 0.960
141 C 3.869 -4.018 2.229  C138 1.516, H153 1.090, H154 1.090, H155 1.090
142 C 5.774 -5.335 1.248  C138 1.560, H156 1.090, H157 1.090, H158 1.090
143 C 6.412 -0.713 -0.257  C134 1.557, H159 1.090, H160 1.090, H161 1.090
144 H 8.267 -3.130 0.518  C133 1.090
145 H 8.390 -2.326 -0.938  C133 1.090
146 H 7.726 -3.967 -0.747  C133 1.090
147 H 4.630 -1.866 -1.601  C135 1.090
148 H 6.090 -2.547 -2.226  C135 1.090
149 H 5.337 -4.759 -1.725  C136 1.090
150 H 3.864 -3.989 -2.245  C136 1.090
151 H 3.608 -5.324 -0.201  C137 1.090
152 H 3.130 -3.675 -0.087  C137 1.090
153 H 3.292 -4.942 2.253  C141 1.090
154 H 4.425 -3.898 3.159  C141 1.090
155 H 3.187 -3.171 2.157  C141 1.090
156 H 6.389 -5.353 2.148  C142 1.090
157 H 5.274 -6.303 1.284  C142 1.090
158 H 6.525 -5.288 0.459  C142 1.090
159 H 6.555 -0.329 0.754  C143 1.090
160 H 5.454 -0.209 -0.393  C143 1.090
161 H 7.188 -0.390 -0.951  C143 1.090
162 H 7.127 -3.020 2.166  O140 0.960
163 C -2.133 -0.828 1.110  C164 1.598, H174 1.090, H175 1.090, H176 1.090
164 C -1.451 0.330 0.245  C163 1.598, C165 1.593, N169 1.460, C173 1.563
165 C -1.346 1.701 1.051  C164 1.593, C166 1.521, H177 1.090, H178 1.090
166 C -0.122 1.863 1.940  C165 1.521, C167 1.487, H179 1.090, H180 1.090
167 C 1.115 1.559 1.174  C166 1.487, C168 1.592, H181 1.090, H182 1.090
168 C 1.150 0.159 0.416  C167 1.592, N169 1.512, C171 1.604, C172 1.496
169 N -0.149 0.032 -0.346  C164 1.460, C168 1.512, O170 1.352
170 O -0.209 -1.061 -1.139  N169 1.352, H192 0.960
171 C 2.359 0.229 -0.635  C168 1.604, H183 1.090, H184 1.090, H185 1.090
172 C 1.413 -0.978 1.352  C168 1.496, H186 1.090, H187 1.090, H188 1.090
173 C -2.436 0.706 -0.909  C164 1.563, H189 1.090, H190 1.090, H191 1.090
174 H -2.324 -1.677 0.454  C163 1.090
175 H -3.084 -0.465 1.500  C163 1.090
176 H -1.442 -1.211 1.861  C163 1.090
177 H -1.456 2.538 0.362  C165 1.090
178 H -2.131 1.654 1.805  C165 1.090
179 H 0.002 1.188 2.787  C166 1.090
180 H -0.072 2.829 2.443  C166 1.090
181 H 1.963 1.650 1.852  C167 1.090
182 H 1.221 2.377 0.460  C167 1.090
183 H 3.272 0.566 -0.144  C171 1.090
184 H 2.562 -0.727 -1.117  C171 1.090
185 H 2.193 0.928 -1.455  C171 1.090
186 H 1.230 -1.968 0.935  C172 1.090
187 H 2.435 -0.975 1.728  C172 1.090
188 H 0.806 -0.900 2.254  C172 1.090
189 H -3.379 1.160 -0.603  C173 1.090
190 H -2.721 -0.133 -1.544  C173 1.090
191 H -1.960 1.389 -1.612  C173 1.090
192 H 0.089 -0.748 -1.997  O170 0.960
193 C -0.196 -6.983 -0.127  C194 1.563, H204 1.090, H205 1.090, H206 1.090
194 C -1.140 -6.200 0.842  C193 1.563, C195 1.561, N199 1.506, C203 1.560
195 C -2.002 -5.150 0.072  C194 1.561, C196 1.495, H207 1.090, H208 1.090
196 C -3.150 -4.527 0.798  C195 1.495, C197 1.581, H209 1.090, H210 1.090
197 C -4.105 -5.649 1.370  C196 1.581, C198 1.595, H211 1.090, H212 1.090
198 C -3.309 -6.770 2.180  C197 1.595, N199 1.454, C201 1.526, C202 1.525
199 N -2.107 -7.171 1.468  C194 1.506, C198 1.454, O200 1.442
200 O -1.400 -8.213 2.172  N199 1.442, H222 0.960
201 C -3.049 -6.113 3.532  C198 1.526, H213 1.090, H214 1.090, H215 1.090
202 C -4.225 -7.954 2.471  C198 1.525, H216 1.090, H217 1.090, H218 1.090
203 C -0.284 -5.375 1.852  C194 1.560, H219 1.090, H220 1.090, H221 1.090
204 H 0.440 -7.740 0.330  C193 1.090
205 H 0.494 -6.301 -0.624  C193 1.090
206 H -0.768 -7.507 -0.893  C193 1.090
207 H -1.324 -4.338 -0.193  C195 1.090
208 H -2.288 -5.580 -0.888  C195 1.090
209 H -3.721 -3.856 0.157  C196 1.090
210 H -2.753 -3.864 1.567  C196 1.090
211 H -4.534 -6.104 0.477  C197 1.090
212 H -4.765 -5.086 2.030  C197 1.090
213 H -2.772 -5.068 3.669  C201 1.090
214 H -3.914 -6.139 4.195  C201 1.090
215 H -2.270 -6.658 4.065  C201 1.090
216 H -3.867 -8.665 3.215  C202 1.090
217 H -5.250 -7.708 2.746  C202 1.090
218 H -4.351 -8.546 1.564  C202 1.090
219 H 0.317 -6.052 2.459  C203 1.090
220 H -0.864 -4.763 2.543  C203 1.090
221 H 0.496 -4.788 1.367  C203 1.090
222 H -1.153 -8.790 1.446  O200 0.960
223 C -8.689 -1.738 -2.832  C224 1.526, H234 1.090, H235 1.090, H236 1.090
224 C -9.114 -3.198 -2.963  C223 1.526, C225 1.545, N229 1.469, C233 1.547
225 C -8.311 -3.874 -4.097  C224 1.545, C226 1.578, H237 1.090, H238 1.090
226 C -6.850 -4.315 -3.692  C225 1.578, C227 1.532, H239 1.090, H240 1.090
227 C -6.887 -5.220 -2.457  C226 1.532, C228 1.580, H241 1.090, H242 1.090
228 C -7.619 -4.519 -1.244  C227 1.580, N229 1.510, C231 1.560, C232 1.557
229 N -8.943 -3.982 -1.733  C224 1.469, C228 1.510, O230 1.373
230 O -9.663 -3.488 -0.674  N229 1.373, H252 0.960
231 C -7.912 -5.642 -0.202  C228 1.560, H243 1.090, H244 1.090, H245 1.090
232 C -6.679 -3.463 -0.592  C228 1.557, H246 1.090, H247 1.090, H248 1.090
233 C -10.597 -3.306 -3.388  C224 1.547, H249 1.090, H250 1.090, H251 1.090
234 H -9.079 -1.260 -1.933  C223 1.090
235 H -9.188 -1.217 -3.648  C223 1.090
236 H -7.608 -1.642 -2.934  C223 1.090
237 H -8.828 -4.747 -4.494  C225 1.090
238 H -8.188 -3.075 -4.828  C225 1.090
239 H -6.199 -3.443 -3.745  C226 1.090
240 H -6.531 -5.067 -4.414  C226 1.090
241 H -5.952 -5.677 -2.132  C227 1.090
242 H -7.471 -6.063 -2.827  C227 1.090
243 H -8.237 -5.275 0.771  C231 1.090
244 H -8.624 -6.335 -0.651  C231 1.090
245 H -6.967 -6.184 -0.155  C231 1.090
246 H -7.279 -2.713 -0.078  C232 1.090
247 H -6.146 -3.941 0.230  C232 1.090
248 H -5.982 -2.908 -1.220  C232 1.090
249 H -11.187 -2.911 -2.561  C233 1.090
250 H -10.948 -4.314 -3.609  C233 1.090
251 H -10.886 -2.749 -4.280  C233 1.090
252 H -10.051 -4.323 -0.403  O230 0.960
253 C 3.259 -0.998 -6.759  C254 1.540, H264 1.090, H265 1.090, H266 1.090
254 C 3.446 0.059 -5.655  C253 1.540, C255 1.584, N259 1.502, C263 1.549
255 C 4.767 -0.402 -4.912  C254 1.584, C256 1.549, H267 1.090, H268 1.090
256 C 5.371 0.706 -4.014  C255 1.549, C257 1.632, H269 1.090, H270 1.090
257 C 5.638 2.081 -4.852  C256 1.632, C258 1.598, H271 1.090, H272 1.090
258 C 4.423 2.494 -5.804  C257 1.598, N259 1.498, C261 1.597, C262 1.551
259 N 3.665 1.346 -6.397  C254 1.502, C258 1.498, O260 1.409
260 O 2.686 1.664 -7.359  N259 1.409, H282 0.960
261 C 3.447 3.493 -5.029  C258 1.597, H273 1.090, H274 1.090, H275 1.090
262 C 5.171 3.260 -6.927  C258 1.551, H276 1.090, H277 1.090, H278 1.090
263 C 2.226 0.077 -4.700  C254 1.549, H279 1.090, H280 1.090, H281 1.090
264 H 3.389 -1.994 -6.335  C253 1.090
265 H 3.954 -0.839 -7.583  C253 1.090
266 H 2.252 -1.058 -7.172  C253 1.090
267 H 4.700 -1.329 -4.342  C255 1.090
268 H 5.504 -0.628 -5.683  C255 1.090
269 H 6.305 0.298 -3.628  C256 1.090
270 H 4.684 0.858 -3.181  C256 1.090
271 H 6.643 2.206 -5.255  C257 1.090
272 H 5.583 2.822 -4.055  C257 1.090
273 H 2.813 2.991 -4.299  C261 1.090
274 H 3.995 4.326 -4.589  C261 1.090
275 H 2.764 4.044 -5.675  C261 1.090
276 H 4.569 3.547 -7.789  C262 1.090
277 H 5.730 4.147 -6.630  C262 1.090
278 H 5.911 2.594 -7.371  C262 1.090
279 H 1.282 0.323 -5.186  C263 1.090
280 H 2.421 0.879 -3.988  C263 1.090
281 H 2.256 -0.870 -4.160  C263 1.090
282 H 3.159 1.382 -8.145  O260 0.960
283 C -2.678 4.182 -4.018  C284 1.544, H294 1.090, H295 1.090, H296 1.090
284 C -1.189 4.310 -4.404  C283 1.544, C285 1.569, N289 1.542, C293 1.527
285 C -0.900 5.623 -5.212  C284 1.569, C286 1.510, H297 1.090, H298 1.090
286 C -0.689 6.743 -4.221  C285 1.510, C287 1.538, H299 1.090, H300 1.090
287 C 0.308 6.483 -3.079  C286 1.538, C288 1.539, H301 1.090, H302 1.090
288 C -0.006 5.246 -2.219  C287 1.539, N289 1.487, C291 1.515, C292 1.561
289 N -0.221 4.162 -3.213  C284 1.542, C288 1.487, O290 1.422
290 O -0.227 2.847 -2.673  N289 1.422, H312 0.960
291 C 1.305 5.033 -1.491  C288 1.515, H303 1.090, H304 1.090, H305 1.090
292 C -1.179 5.610 -1.256  C288 1.561, H306 1.090, H307 1.090, H308 1.090
293 C -0.890 3.134 -5.331  C284 1.527, H309 1.090, H310 1.090, H311 1.090
294 H -2.968 5.036 -3.405  C283 1.090
295 H -2.695 3.309 -3.367  C283 1.090
296 H -3.344 3.933 -4.844  C283 1.090
297 H 0.035 5.504 -5.761  C285 1.090
298 H -1.659 6.041 -5.873  C285 1.090
299 H -1.661 7.078 -3.858  C286 1.090
300 H -0.447 7.683 -4.716  C286 1.090
301 H 0.441 7.398 -2.501  C287 1.090
302 H 1.268 6.316 -3.566  C287 1.090
303 H 1.323 4.019 -1.090  C291 1.090
304 H 2.205 5.213 -2.080  C291 1.090
305 H 1.398 5.655 -0.602  C291 1.090
306 H -1.858 6.347 -1.687  C292 1.090
307 H -1.798 4.745 -1.019  C292 1.090
308 H -0.738 6.134 -0.408  C292 1.090
309 H 0.190 2.985 -5.344  C293 1.090
310 H -1.210 3.319 -6.357  C293 1.090
311 H -1.449 2.246 -5.035  C293 1.090
312 H 0.675 2.542 -2.796  O290 0.960
313 C 6.020 5.220 1.398  C314 1.613, H324 1.090, H325 1.090, H326 1.090
314 C 5.983 3.692 0.884  C313 1.613, C315 1.623, N319 1.511, C323 1.570
315 C 5.776 3.609 -0.724  C314 1.623, C316 1.519, H327 1.090, H328 1.090
316 C 6.989 4.002 -1.548  C315 1.519, C317 1.563, H329 1.090, H330 1.090
317 C 8.102 2.928 -1.326  C316 1.563, C318 1.534, H331 1.090, H332 1.090
318 C 8.462 2.965 0.164  C317 1.534, N319 1.473, C321 1.526, C322 1.492
319 N 7.256 2.888 1.008  C314 1.511, C318 1.473, O320 1.376
320 O 7.530 2.712 2.345  N319 1.376, H342 0.960
321 C 9.315 1.710 0.321  C318 1.526, H333 1.090, H334 1.090, H335 1.090
322 C 9.364 4.126 0.419  C318 1.492, H336 1.090, H337 1.090, H338 1.090
323 C 4.791 2.899 1.528  C314 1.570, H339 1.090, H340 1.090, H341 1.090
324 H 7.024 5.624 1.528  C313 1.090
325 H 5.624 5.381 2.400  C313 1.090
326 H 5.629 5.969 0.709  C313 1.090
327 H 5.468 2.585 -0.935  C315 1.090
328 H 4.892 4.138 -1.080  C315 1.090
329 H 7.355 5.012 -1.363  C316 1.090
330 H 6.587 4.237 -2.533  C316 1.090
331 H 8.985 3.035 -1.957  C317 1.090
332 H 7.644 1.969 -1.572  C317 1.090
333 H 10.232 1.722 -0.268  C321 1.090
334 H 9.650 1.655 1.356  C321 1.090
335 H 8.806 0.787 0.042  C321 1.090
336 H 9.888 3.964 1.360  C322 1.090
337 H 10.168 4.104 -0.316  C322 1.090
338 H 8.855 5.090 0.400  C322 1.090
339 H 4.607 3.338 2.509  C323 1.090
340 H 4.927 1.818 1.545  C323 1.090
341 H 3.899 3.099 0.934  C323 1.090
342 H 7.166 1.845 2.536  O320 0.960

Computed properties:
HOMO energy, eV: -7.785
Electronic energy, eV: -150321.382
Relative energy (zero: lowest compared OMol25 entry of this formula, charge and spin), kJ/mol: 658.1
M, g/mol: 1775.9